# 1
Computed, not measured: C39H48Cl2N5OP2SScSe2Si as an isolated structure in a non-equilibrium geometry, with wB97M-V/def2-TZVPD.

## Properties
LUMO, eV: -1.0
Total energy, eV: -264450.32893
Total charge: 0
E_HOMO, eV: -6.964
Frontier orbital gap, eV: 5.98

The geometry in XYZ format:
```
102
Properties=species:S:1:pos:R:3:forces:R:3:nbo_charge:R:1
Sc -0.637 0.214 0.376 0.1998 1.1326 0.5407 1.526
Cl -2.405 2.448 -0.124 -0.4259 -0.1212 -0.2741 0.041
C -1.784 3.949 0.501 0.0587 0.1355 0.0605 0.046
C -2.661 5.015 0.572 -0.0721 -0.0472 -0.0704 -0.248
C -2.193 6.239 1.017 -0.0396 0.0746 -0.0003 -0.228
C -0.857 6.378 1.359 0.0902 0.0009 0.0284 -0.225
C -0.007 5.286 1.297 -0.0907 0.0170 -0.0636 -0.040
Cl 1.659 5.522 1.728 -0.0414 0.0005 0.0151 0.011
C -0.446 4.011 0.900 0.0625 -0.2095 0.0898 -0.240
S 0.580 2.606 0.973 -0.2406 0.0630 0.2767 -0.386
H -3.698 4.879 0.292 0.0586 -0.0031 0.0017 0.226
H -2.869 7.082 1.099 0.0453 -0.0276 -0.0226 0.219
H -0.467 7.331 1.693 -0.0042 -0.0442 -0.0099 0.228
C 1.896 -1.116 -3.414 -0.0630 -0.0351 0.0461 -0.946
P 0.588 -2.038 -2.493 0.0897 -0.3066 -0.3377 0.880
C -0.636 -2.235 -3.853 0.0348 0.0406 0.1219 -0.936
C 1.322 -3.765 -2.591 0.2300 0.1212 0.2699 -0.704
C 2.575 -3.925 -1.685 -0.5530 0.1896 -0.2637 -0.722
P 2.347 -2.781 -0.270 0.5702 -0.3903 0.5178 0.829
C 3.773 -3.261 0.804 -0.0723 -0.0339 -0.1212 -0.944
C 1.003 -3.626 0.659 0.0897 0.0704 -0.0845 -0.947
H 2.290 -1.703 -4.248 -0.0013 0.0527 -0.0138 0.214
H 2.713 -0.859 -2.738 0.0299 -0.0195 -0.0232 0.230
H 1.473 -0.186 -3.801 0.0088 -0.0258 0.0147 0.225
H -0.210 -2.771 -4.705 -0.0232 0.0061 -0.0158 0.210
H -0.984 -1.254 -4.187 0.1856 -0.2963 0.1468 0.225
H -1.499 -2.782 -3.469 0.0468 0.0012 -0.0493 0.236
H 1.542 -4.002 -3.634 0.0174 -0.0543 -0.0051 0.213
H 0.542 -4.454 -2.254 -0.0339 0.0274 -0.0198 0.225
H 3.473 -3.613 -2.221 0.0241 0.0280 -0.0168 0.225
H 2.724 -4.954 -1.348 -0.0431 -0.0492 -0.0758 0.216
H 3.874 -4.347 0.882 0.0272 0.0180 0.0367 0.216
H 3.630 -2.847 1.805 0.0000 0.0041 -0.0067 0.233
H 4.694 -2.841 0.398 0.0141 -0.0329 0.0159 0.231
H 1.203 -4.697 0.739 -0.0418 -0.0190 0.0201 0.219
H 0.040 -3.463 0.176 -0.0530 -0.0055 -0.0136 0.250
H 0.955 -3.202 1.664 -0.0202 -0.0028 0.0154 0.238
C -1.806 3.960 -4.720 0.0499 0.0157 0.1963 -0.422
N -0.813 3.313 -3.872 -0.0241 0.0012 -0.2564 -0.175
N -1.011 2.076 -3.293 -0.3132 0.0695 -0.0902 -0.231
C -0.103 1.909 -2.288 0.1206 -0.0485 0.2756 0.622
O -0.067 0.854 -1.585 -0.0943 -0.2947 0.0564 -0.819
C 0.690 3.077 -2.258 0.0880 0.0383 0.0855 -0.381
C 0.192 3.925 -3.210 0.0865 -0.0175 -0.1072 0.261
C 0.586 5.325 -3.532 -0.0648 -0.0460 -0.0062 -0.657
C -1.843 1.087 -3.902 0.0747 0.1347 -0.1127 0.175
C -1.685 0.822 -5.259 0.0499 0.0658 -0.0995 -0.248
C -2.489 -0.125 -5.871 -0.1079 0.0453 -0.0002 -0.211
C -3.437 -0.816 -5.123 -0.0265 0.1135 -0.0535 -0.196
C -3.575 -0.551 -3.770 -0.0613 0.0966 -0.0042 -0.187
C -2.780 0.403 -3.151 -0.1006 0.0652 0.0020 -0.199
H -2.606 3.263 -4.938 -0.0197 -0.0779 0.0098 0.243
H -1.350 4.275 -5.657 0.0295 -0.0206 -0.0170 0.216
H -2.228 4.828 -4.214 -0.0039 -0.0078 0.0332 0.217
H 1.493 3.267 -1.568 -0.0637 0.0161 0.0050 0.268
H 1.461 5.600 -2.948 -0.0178 -0.0025 -0.0086 0.250
H -0.221 6.020 -3.287 0.0273 -0.0143 0.0082 0.237
H 0.817 5.438 -4.593 0.0036 -0.0009 0.0320 0.230
H -0.923 1.348 -5.824 -0.0252 -0.0162 0.0173 0.223
H -2.367 -0.330 -6.927 0.0037 -0.0113 0.0344 0.224
H -4.061 -1.563 -5.598 0.0202 0.0277 0.0163 0.223
H -4.310 -1.087 -3.180 0.0994 0.0962 -0.0418 0.233
H -2.885 0.596 -2.095 -0.0149 -0.0106 0.0080 0.246
Se -1.694 0.766 2.823 0.1325 -0.1516 -0.2724 -0.319
C -2.896 -0.511 3.582 0.0803 -0.0799 -0.1911 -0.120
C -3.393 -0.273 4.862 -0.0362 -0.0409 0.0220 -0.300
C -4.249 -1.197 5.441 -0.0047 -0.0665 -0.0650 0.034
N -4.645 -2.325 4.847 0.0801 0.0843 -0.0987 -0.447
C -4.171 -2.539 3.617 -0.0094 0.0449 0.1142 0.034
C -3.307 -1.683 2.948 -0.0685 -0.0281 0.1910 -0.301
H -3.108 0.626 5.394 -0.0231 -0.0311 0.0297 0.221
H -4.636 -1.027 6.441 0.0136 0.0159 -0.0337 0.185
H -4.501 -3.460 3.141 0.0432 0.0584 0.0153 0.180
H -2.966 -1.921 1.952 -0.0004 -0.0250 -0.0507 0.236
Se 2.617 0.456 0.263 0.2958 0.0226 -0.4690 1.240
N 1.377 -0.223 1.343 0.1601 0.2829 -0.3067 -0.862
C 1.961 -0.355 2.550 -0.1575 -0.0914 -0.1127 0.208
C 1.328 -0.865 3.710 0.0489 -0.0552 0.1850 -0.223
C 2.049 -0.926 4.865 -0.0325 -0.0243 -0.0706 -0.181
C 3.414 -0.517 4.924 0.0339 0.0161 0.0234 -0.210
C 4.055 -0.045 3.823 0.0176 0.0076 0.0767 -0.188
C 3.334 0.052 2.603 0.0760 -0.0356 -0.1076 0.047
N 3.862 0.508 1.454 -0.1157 -0.0988 0.4030 -0.617
H 0.291 -1.164 3.673 -0.0128 0.0349 -0.0287 0.252
H 1.569 -1.290 5.765 0.0423 -0.0095 -0.0243 0.223
H 3.944 -0.582 5.866 -0.0403 -0.0154 -0.0341 0.219
H 5.090 0.270 3.850 -0.0273 -0.0032 -0.0256 0.228
C -3.983 -3.937 -2.838 0.0412 -0.0939 -0.2523 -1.111
Si -4.266 -3.234 -1.132 -0.0926 -0.1713 -0.0166 1.608
C -5.908 -2.359 -1.050 -0.1943 0.1907 -0.0023 -1.108
C -4.317 -4.653 0.074 0.1192 -0.1406 0.2147 -1.107
C -2.921 -2.074 -0.717 0.2579 0.1556 0.1726 -0.579
C -2.039 -1.306 -0.348 -0.4171 -0.1377 -0.0005 -0.570
H -4.845 -4.538 -3.149 0.0685 0.0345 0.0247 0.237
H -3.105 -4.592 -2.835 -0.0593 0.0526 -0.0257 0.239
H -3.819 -3.159 -3.589 -0.0170 -0.1897 0.0710 0.229
H -6.713 -3.033 -1.363 0.0461 0.0437 0.0332 0.236
H -5.957 -1.463 -1.675 -0.0049 -0.0626 0.0347 0.230
H -6.109 -2.049 -0.019 0.0101 -0.0084 -0.0797 0.250
H -4.874 -5.492 -0.355 0.0073 0.0546 0.0444 0.236
H -4.810 -4.359 1.004 0.0477 -0.0321 -0.0593 0.240
H -3.312 -5.007 0.325 -0.0887 0.0170 -0.0409 0.243
```
Positions in Å, forces in eV/Å.

# 2
Computed, not measured: C39H48N2OsSb2Si2 as an isolated structure, with wB97M-V/def2-TZVPD.

## Properties
LUMO (alpha / beta), eV: -6.3 / -7.2
Total energy, eV: -75483.51037
Total charge: +2
2S+1: 5
E_HOMO (alpha / beta), eV: -12.415 / -13.561
Frontier orbital gap (alpha / beta), eV: 6.16 / 6.35

The geometry in XYZ format:
```
94
Properties=species:S:1:pos:R:3:forces:R:3:mulliken_spin:R:1
Os 0.153 -0.023 -0.079 -0.1038 -0.0514 -0.0965 2.061
C -1.681 -0.387 -3.214 0.0686 -0.1896 0.0665 0.011
Si -1.161 -2.051 -2.537 0.0324 -0.0370 0.0902 -0.043
C -2.711 -3.059 -2.212 0.1177 0.1658 -0.0221 0.011
C 0.047 -2.849 -3.709 -0.1565 0.1134 0.0457 0.013
N -0.294 -1.785 -0.964 -0.0265 0.1110 -0.3741 0.352
C 0.055 -2.836 -0.191 -0.0023 -0.1638 0.0754 0.198
C -0.220 -4.199 -0.474 0.0572 -0.0530 0.1845 0.033
C 0.099 -5.161 0.443 -0.0267 0.0885 -0.0701 0.059
C 0.686 -4.809 1.676 0.0289 0.0710 0.0170 0.138
C 1.007 -3.504 1.962 -0.1015 -0.1119 -0.1089 -0.055
C 0.756 -2.506 1.010 -0.0815 -0.1720 0.0949 0.115
N 1.120 -1.189 1.140 0.2663 0.2818 0.0445 0.202
Si 2.400 -0.566 2.254 -0.0381 -0.0948 0.1725 -0.003
C 1.540 0.082 3.786 0.0716 -0.0565 -0.1287 0.008
C 3.359 0.766 1.344 -0.0588 -0.0824 -0.0103 0.049
C 3.613 -1.907 2.725 -0.0927 0.2400 -0.0728 -0.001
H -2.438 -0.612 -3.967 -0.0488 -0.0007 -0.1426 0.001
H -0.879 0.142 -3.721 0.1353 0.1111 -0.0368 0.010
H -2.170 0.273 -2.500 -0.0726 0.0209 0.1305 0.003
H -3.593 -2.473 -2.467 -0.0685 0.0558 -0.0383 0.001
H -2.814 -3.368 -1.175 0.0146 -0.0197 0.1408 0.001
H -2.735 -3.957 -2.825 0.0158 -0.1093 -0.0755 0.000
H -0.443 -3.015 -4.669 -0.0364 -0.0187 -0.1054 0.001
H 0.431 -3.808 -3.371 0.0048 -0.0673 0.0775 0.000
H 0.897 -2.192 -3.887 0.0726 0.0466 -0.0009 0.002
H -0.696 -4.481 -1.399 -0.0414 -0.0120 -0.0916 -0.006
H -0.117 -6.198 0.234 -0.0123 -0.0463 -0.0176 0.004
H 0.890 -5.580 2.404 0.0108 -0.0373 0.0413 0.006
H 1.446 -3.255 2.911 0.0399 0.0389 0.0941 0.000
H 1.073 1.060 3.671 -0.0127 -0.0660 -0.0395 -0.002
H 2.273 0.176 4.586 0.0851 0.0444 0.0998 0.002
H 0.763 -0.602 4.132 0.0121 -0.0702 -0.0016 0.001
H 3.070 1.785 1.597 -0.0853 0.0995 0.0282 -0.014
H 3.309 0.646 0.262 -0.0014 -0.0323 -0.0612 -0.010
H 4.411 0.674 1.613 0.1004 -0.0259 0.0528 0.002
H 3.278 -2.555 3.527 -0.0455 -0.0666 0.1035 0.000
H 4.497 -1.383 3.092 0.1097 0.0128 0.0308 -0.001
H 3.928 -2.527 1.888 -0.0037 -0.0473 -0.1092 0.001
C -0.641 2.808 -2.137 -0.3260 0.1199 -0.2968 0.047
C 0.757 3.400 -2.046 0.2282 0.1380 0.0723 0.000
C 1.563 2.791 -0.944 0.5907 0.0066 -0.5988 0.752
Sb 0.130 2.315 1.234 -0.6041 0.0527 0.3690 -0.284
C 1.122 3.897 2.216 0.0299 0.0424 -0.1696 -0.010
C 1.319 3.823 3.590 -0.0449 -0.0007 0.0744 -0.006
C 1.935 4.876 4.251 -0.0001 0.0025 -0.0108 0.000
C 2.330 6.004 3.549 0.0102 -0.0118 0.0752 -0.001
C 2.111 6.086 2.184 0.0105 0.0308 -0.0609 0.001
C 1.512 5.032 1.514 0.0149 0.0275 -0.0977 0.021
C -1.445 2.034 2.640 0.0365 0.0793 0.2179 0.082
C -1.870 0.746 2.933 0.0033 -0.1709 -0.0578 0.032
C -2.924 0.544 3.816 0.0538 -0.0262 -0.0475 0.023
C -3.546 1.631 4.405 -0.0359 0.0081 0.0330 -0.002
C -3.114 2.921 4.126 0.0123 0.0315 -0.0158 0.007
C -2.062 3.125 3.248 -0.0296 -0.0201 -0.0466 -0.012
Sb -1.754 3.591 -0.494 0.3125 -0.4049 -0.3010 0.035
C -3.580 2.583 -0.491 -0.0521 -0.0602 0.1483 -0.022
C -4.747 3.286 -0.771 -0.0053 0.0055 -0.0631 -0.001
C -5.957 2.609 -0.795 -0.0166 -0.0451 0.0034 -0.001
C -6.000 1.248 -0.536 -0.0011 0.0484 -0.0061 0.002
C -4.835 0.551 -0.246 0.0464 -0.0250 0.0187 0.002
C -3.622 1.218 -0.214 0.2159 -0.0509 0.0654 0.034
C -2.152 5.570 -1.035 0.0737 0.1039 0.2566 0.002
C -2.622 6.450 -0.065 -0.0245 0.0199 0.0922 0.001
C -2.939 7.752 -0.418 0.0225 -0.0606 0.0260 0.001
C -2.776 8.171 -1.729 -0.0214 0.0465 0.0230 0.000
C -2.299 7.295 -2.690 0.0256 -0.0249 -0.0707 0.000
C -1.982 5.989 -2.349 0.0243 -0.0668 -0.1202 0.000
H -0.611 1.717 -2.047 0.0061 -0.0785 0.0774 -0.013
H -1.127 3.008 -3.094 -0.0276 0.0428 0.0640 0.005
H 0.707 4.489 -1.939 0.0133 -0.0536 -0.0006 0.000
H 1.296 3.215 -2.985 -0.0343 0.0110 -0.0050 0.039
H 2.323 3.397 -0.461 -0.0527 -0.0299 0.1102 0.045
H 1.927 1.779 -1.148 -0.1546 0.0496 0.0804 -0.032
H 0.982 2.972 4.166 -0.0167 0.0059 -0.0048 0.000
H 2.095 4.815 5.318 0.0067 -0.0024 0.0552 0.000
H 2.801 6.824 4.070 0.0360 0.0527 0.0342 0.000
H 2.405 6.972 1.641 0.0107 0.0457 -0.0406 0.000
H 1.343 5.118 0.445 -0.0099 0.0114 0.0558 0.009
H -1.377 -0.117 2.484 -0.0574 0.1044 0.0374 0.022
H -3.254 -0.458 4.046 -0.0093 -0.0654 0.0080 0.001
H -4.366 1.477 5.091 -0.0430 -0.0111 0.0349 0.000
H -3.597 3.765 4.597 -0.0225 0.0581 0.0254 0.000
H -1.723 4.136 3.046 0.0250 0.0160 0.0004 0.003
H -4.724 4.347 -0.982 0.0253 0.0322 0.0115 0.000
H -6.866 3.148 -1.017 -0.0544 0.0276 -0.0098 0.000
H -6.947 0.729 -0.552 -0.0591 -0.0433 -0.0041 0.000
H -4.875 -0.508 -0.033 -0.0012 -0.0631 0.0114 0.000
H -2.710 0.669 0.046 -0.2256 0.1360 -0.0551 0.069
H -2.749 6.129 0.962 -0.0084 -0.0035 0.0333 -0.001
H -3.310 8.436 0.330 -0.0270 0.0478 0.0588 0.000
H -3.020 9.186 -2.002 -0.0195 0.0719 -0.0232 0.000
H -2.175 7.626 -3.711 0.0097 0.0054 -0.0518 0.000
H -1.619 5.318 -3.116 0.0138 -0.0325 -0.0019 -0.001
```
Positions in Å, forces in eV/Å.